Entry from the Open Molecules 2025 dataset: a cluster of 2 separate species, C3H4NO3 in total (ωB97M-V/def2-TZVPD).

Energy relative to the best compared isomer or geometry (same formula, charge and spin): 3.599 eV
Spin multiplicity: 1
Total energy: -396.762068 hartree
Charge: +1

Geometry as XYZ:
```
11
C3H4NO3 (ωB97M-V/def2-TZVPD)
C 0.2711 0.7949 -0.2184
C -0.4509 -1.4502 0.2661
C 1.4875 0.8223 -0.0797
N -1.6068 -1.0177 -0.0626
O 2.6949 0.5882 0.0775
O 0.4570 -2.1287 0.3707
O -0.9405 1.2773 0.2588
H -1.6551 0.0933 0.0430
H -2.5751 -1.5160 -0.0310
H 3.3247 0.3815 -0.6320
H -1.0068 2.1552 0.0077
```

These are the natural (NBO) partial charges, in e, on atoms 1 to 4: C -0.05; C 0.97; C 0.45; N -0.85

=====

Entry from the Open Molecules 2025 dataset: a cluster of 2 separate species, C3H4NO3 in total (ωB97M-V/def2-TZVPD).

Energy relative to the best compared isomer or geometry (same formula, charge and spin): 3.202 eV
Spin multiplicity: 1
Total energy: -396.776656 hartree
Charge: +1

Geometry as XYZ:
```
11
C3H4NO3 (ωB97M-V/def2-TZVPD)
C -1.6966 0.4633 -0.1642
C 1.7018 0.8110 0.3991
C -1.1595 -0.6108 -0.3066
N 1.9284 -0.3919 0.3849
O -0.1864 -1.5674 -0.3522
O 1.4286 1.8974 0.2732
O -2.4559 1.4610 0.0820
H 1.0619 -0.9515 -0.0969
H 2.7970 -0.8509 0.1465
H -0.5305 -2.3287 0.1383
H -2.8889 2.0686 -0.5042
```

These are the natural (NBO) partial charges, in e, on atoms 1 to 4: C 0.31; C 1.00; C 0.06; N -0.83

=====

Entry from the Open Molecules 2025 dataset: an isolated molecule of C3H4NP (ωB97M-V/def2-TZVPD).

Structure (SMILES): C1=NCC=P1
Energy relative to the best compared isomer or geometry (same formula, charge and spin): 0.575 eV
Spin multiplicity: 1
Total energy: -512.754788 hartree
Charge: 0

Geometry as XYZ:
```
9
C3H4NP (ωB97M-V/def2-TZVPD)
C 0.9465 1.1388 0.0006
N -0.3611 1.1291 0.0095
C -0.8289 -0.2106 -0.0087
C 0.2966 -1.1700 0.0204
P 1.8366 -0.4302 0.0151
H 1.2962 2.1807 -0.0420
H -1.4869 -0.2152 -0.8674
H -1.7127 -0.2689 0.8000
H 0.0137 -2.1537 0.0725
```

These are the natural (NBO) partial charges, in e, on atoms 1 to 4: C -0.28; N -0.37; C -0.35; C -0.53

=====

Entry from the Open Molecules 2025 dataset: a structure of composition C3H4NS (ωB97M-V/def2-TZVPD).

Energy relative to the best compared isomer or geometry (same formula, charge and spin): 3.332 eV
Spin multiplicity: 1
Total energy: -569.225079 hartree
Charge: +1

Geometry as XYZ:
```
9
C3H4NS (ωB97M-V/def2-TZVPD)
C 1.0070 0.1710 1.8527
C 0.8091 0.5249 -0.0159
C -0.5054 -0.4127 0.7112
N 1.7350 0.7726 1.1206
S -0.3328 -0.4480 2.5854
H 1.3325 -0.1129 -0.7132
H 0.2963 1.4216 -0.4912
H -1.4333 0.0619 0.2863
H -0.3546 -1.3225 0.3945
```

These are the natural (NBO) partial charges, in e, on atoms 1 to 4: C 0.36; C -0.17; C -0.47; N -0.29

=====

Entry from the Open Molecules 2025 dataset: a structure of composition C3H4NaO2 (ωB97M-V/def2-TZVPD).

Energy relative to the best compared isomer or geometry (same formula, charge and spin): 0.000 eV
Spin multiplicity: 1
Total energy: -429.208002 hartree
Charge: +1

Geometry as XYZ:
```
10
C3H4NaO2 (ωB97M-V/def2-TZVPD)
C 0.9144 -1.5632 0.6870
C 0.8278 -0.2745 1.1049
H 1.3687 0.0765 1.9848
H 0.0873 0.3733 0.6311
C 1.0199 -1.3796 -0.8452
O 1.9425 -0.8952 -1.4824
Na 2.7069 -0.4089 -3.4917
H 0.1255 -1.7786 -1.3623
O 1.6882 -2.4817 1.2699
H 1.2385 -2.8232 2.0557
```

These are the natural (NBO) partial charges, in e, on atoms 1 to 4: C 0.17; C -0.40; H 0.23; H 0.22

=====

Entry from the Open Molecules 2025 dataset: a structure of composition C3H4NaO3 (ωB97M-V/def2-TZVPD).

Energy relative to the best compared isomer or geometry (same formula, charge and spin): 4.326 eV
Spin multiplicity: 1
Total energy: -504.601073 hartree
Charge: -1

Geometry as XYZ:
```
11
C3H4NaO3 (ωB97M-V/def2-TZVPD)
C 1.8673 -1.0114 0.0034
O -0.3437 -0.1259 0.1000
C 0.4130 1.0042 0.0621
C 0.4636 -1.3236 0.0501
O 1.6545 0.7858 -0.0932
O -0.2110 2.0539 -0.1288
H 2.2952 -1.0668 1.0174
H 0.8692 -1.5603 -1.1483
H 0.1228 -2.0148 0.8271
H -4.6159 1.6606 -0.4113
Na -2.5150 1.5985 -0.2785
```

These are the natural (NBO) partial charges, in e, on atoms 1 to 4: C -0.35; O -0.56; C 0.97; C -0.25

=====

Computed values of max |F| (unit: eV/Å) for the preceding records, in sequence: 3.31, 3.08, 2.84, 5.66, 4.49, 5.83.
Computed values of orbital gap (unit: eV) for the preceding records, in sequence: 9.59, 9.43, 9.31, 10.08, 8.22, 5.75.
Computed values of LUMO level (unit: eV) for the preceding records, in sequence: -4.974, -4.302, -0.188, -5.648, -4.533, 2.502.